[1]
Here is a structure of composition C14H14ClINO3RhSe2 in a non-equilibrium geometry from the Open Molecules 2025 dataset. Energies are from wB97M-V/def2-TZVPD.

Geometry as XYZ:
```
37
Properties=species:S:1:pos:R:3:forces:R:3
Rh 0.1307 -0.1306 0.1297 -1.93 1.12 0.13
O 0.6057 1.7307 -5.3346 -0.04 -0.01 0.10
C -0.4648 2.0351 -4.4538 0.04 0.00 -0.06
C -0.2218 1.3522 -3.0937 -0.07 0.05 -0.01
C -1.4485 1.7737 -2.2695 0.14 -0.08 -0.01
O -1.4316 1.2449 -0.9499 0.61 -0.38 0.03
C -0.1025 -0.1478 -3.3658 0.01 -0.09 -0.09
Se -0.0623 -1.3964 -1.8705 0.56 -0.31 0.17
C 1.1215 1.8654 -2.5736 0.10 0.07 -0.03
Se 1.6694 1.4503 -0.7504 0.48 -0.44 0.12
H 0.4449 2.1599 -6.1770 -0.02 0.04 -0.08
H -1.4171 1.6799 -4.8648 0.00 -0.02 -0.03
H -0.5427 3.1177 -4.2991 0.02 0.02 -0.01
H -2.3471 1.4277 -2.7908 -0.01 -0.02 0.03
H -1.4723 2.8675 -2.2250 0.00 0.00 0.04
H -2.1895 1.4934 -0.4109 -0.02 0.01 -0.01
H 0.8035 -0.3048 -3.9435 -0.03 0.02 -0.09
H -0.9447 -0.4914 -3.9715 -0.04 0.04 0.03
H 1.1518 2.9570 -2.6142 -0.06 0.01 0.02
H 1.8945 1.4903 -3.2376 0.00 0.06 -0.07
Cl 0.0951 -2.6301 6.5372 0.00 0.02 -0.06
C -0.3078 -1.8044 5.0613 -0.05 0.03 0.02
C -1.4591 -1.0749 4.9855 0.01 0.02 -0.08
C -1.8142 -0.3930 3.8010 -0.03 -0.01 0.07
I -3.5753 0.7025 3.7371 -0.01 0.01 -0.01
C -1.0149 -0.4372 2.6787 0.04 0.03 -0.13
O -1.2612 0.1642 1.5309 0.03 -0.35 0.84
C 0.1818 -1.2055 2.7828 -0.01 0.07 -0.15
N 0.9551 -1.2304 1.6510 0.16 0.19 -0.72
C 2.0789 -1.9079 1.6367 0.14 -0.10 0.04
C 2.5253 -2.6220 2.7625 -0.06 0.05 -0.03
C 1.7738 -2.6143 3.9041 -0.02 -0.01 0.04
C 0.5596 -1.8924 3.9449 0.12 -0.09 0.04
H -2.1088 -1.0194 5.8480 -0.01 0.01 -0.02
H 2.6427 -1.8874 0.7135 -0.03 0.02 0.00
H 3.4566 -3.1665 2.7076 0.00 0.00 -0.01
H 2.0955 -3.1559 4.7837 -0.01 0.01 -0.02
```
Positions in Å, forces in eV/Å.

Kohn-Sham gap, Ha: 0.2303
2S+1: 1
LUMO, eV: -1.0
Net charge: 0

Mulliken charges, unit e, in atom order:
1 Rh 0.332
2 O -0.481
3 C -1.447
4 C 1.505
5 C -1.029
6 O -0.002
7 C -1.227
8 Se -0.091
9 C -1.229
10 Se -0.091
11 H 0.311
12 H 0.477
13 H 0.477
14 H 0.420
15 H 0.419
16 H 0.238
17 H 0.492
18 H 0.485
19 H 0.485
20 H 0.494
21 Cl -0.257
22 C 0.416
23 C -0.562
24 C -0.323
25 I 0.064
26 C 1.042
27 O -0.808
28 C 0.167
29 N -0.406
30 C -0.188
31 C -0.929
32 C -0.591
33 C 0.113
34 H 0.408
35 H 0.495
36 H 0.402
37 H 0.420



[2]
Here is a cluster of 2 separate species, C5H16N2O in total in a non-equilibrium geometry from the Open Molecules 2025 dataset. Energies are from wB97M-V/def2-TZVPD.

Geometry as XYZ:
```
24
Properties=species:S:1:pos:R:3:forces:R:3
C -0.9820 0.4699 -1.6703 0.47 0.49 0.12
C 0.0751 0.9106 -0.6126 0.82 2.03 -1.37
C -0.4136 1.0464 0.8549 -0.65 -1.26 -0.20
C -0.2820 -0.3574 1.5273 -1.62 0.68 1.92
N 0.8948 -0.3551 2.4663 0.04 -3.82 -2.79
C 1.9793 -0.7352 1.5095 2.07 0.65 0.70
N -2.1455 1.3545 -1.9000 -0.41 -0.56 1.00
H -0.5469 0.4483 -2.6856 0.47 -0.78 0.76
H -1.3078 -0.5080 -1.2989 -0.42 0.04 -0.91
H 1.0686 0.3858 -0.7610 -1.45 -0.15 0.50
H 0.3859 1.8952 -1.0203 -0.18 0.15 0.52
H 0.1556 1.7693 1.4607 -0.11 -0.08 -0.44
H -1.4793 1.3515 0.9134 0.52 0.12 -0.36
H -1.1708 -0.7520 2.1551 0.90 1.22 -0.97
H -0.2517 -1.0662 0.6835 0.67 -0.19 0.77
H 1.1076 0.5243 2.8425 -0.11 1.48 0.29
H 1.7177 -1.6540 0.9000 0.23 1.53 0.48
H 2.3094 0.1993 0.9737 -0.73 -1.10 -0.64
H 2.9740 -0.9341 1.9745 -0.77 -0.40 0.47
H -2.7829 1.1561 -1.1351 -0.24 0.66 -0.20
H -1.9791 2.3623 -1.9854 0.32 -0.69 0.31
H 0.1133 -3.2619 -1.8545 0.38 -2.25 -1.43
H 0.5239 -1.7943 -1.9258 0.32 -0.17 -0.39
O 0.0363 -2.4553 -1.4118 -0.53 2.41 1.88
```
Positions in Å, forces in eV/Å.

<S²>: 0.750
Energy above the lowest of the compared OMol25 structures with the same formula, charge and spin, kJ/mol: 144.5
Kohn-Sham gap (spin up / spin down), Ha: 0.0948 / 0.3370
2S+1: 2
LUMO (spin up / spin down), eV: 3.5 / 3.5
Net charge: -1

Mulliken charges, unit e, in atom order:
1 C -2.016
2 C -1.407
3 C -0.499
4 C -0.775
5 N -0.449
6 C -1.071
7 N -0.307
8 H 0.287
9 H 0.623
10 H 0.730
11 H 0.424
12 H 0.440
13 H 0.244
14 H 0.257
15 H 0.360
16 H 0.264
17 H 0.297
18 H 0.173
19 H 0.437
20 H 0.268
21 H 0.273
22 H -0.291
23 H 0.310
24 O 0.428



[3]
Here is an isolated molecule of C21H22N4O3S2 in a non-equilibrium geometry from the Open Molecules 2025 dataset. Energies are from wB97M-V/def2-TZVPD.

Geometry as XYZ:
```
52
Properties=species:S:1:pos:R:3:forces:R:3
C 4.7989 2.5002 -0.8474 -0.50 0.09 0.19
H 5.2695 2.1558 0.0677 0.14 -0.07 -0.02
H 4.7414 1.7037 -1.5807 0.13 0.00 -0.05
H 5.3308 3.3582 -1.2446 0.05 0.07 -0.03
S 3.1083 3.0595 -0.4811 0.36 0.36 -0.05
C 2.2041 1.5680 -0.5605 0.01 -0.24 -0.03
N 0.9146 1.7109 -0.3271 -0.18 0.51 0.13
C 0.1924 0.5934 -0.4099 0.73 -0.69 -0.24
C 0.7665 -0.6411 -0.7347 -0.31 0.15 0.14
C 2.1539 -0.6817 -0.9550 -0.47 0.48 -0.03
N 2.8572 0.4471 -0.8541 0.05 -0.35 -0.08
N 2.7705 -1.8221 -1.3295 -0.22 -0.38 -0.02
H 2.2110 -2.6603 -1.2619 0.07 0.08 -0.02
C 4.1983 -1.9960 -1.2980 0.30 -0.21 0.30
H 4.6338 -1.0032 -1.1907 0.06 -0.12 -0.08
C 4.6114 -2.9245 -0.1410 -0.11 0.09 -0.21
O 4.0963 -2.5154 1.1057 -0.15 -0.01 -0.22
C 4.9550 -1.7706 1.9325 0.14 0.32 0.20
C 5.2866 -0.3655 1.4074 -0.24 -0.41 -0.25
O 5.8365 0.4573 2.4061 0.24 0.08 0.42
H 6.6213 0.0335 2.7716 -0.02 0.07 -0.04
H 5.9756 -0.4343 0.5517 -0.16 0.03 -0.01
H 4.3646 0.1216 1.0829 0.12 -0.10 -0.06
H 5.8893 -2.3301 2.1118 -0.09 0.04 0.03
H 4.4169 -1.6718 2.8794 0.17 0.05 -0.04
H 5.7042 -3.0173 -0.1090 -0.02 -0.03 -0.02
H 4.1836 -3.9175 -0.3238 0.13 0.04 -0.03
H 4.5351 -2.4422 -2.2405 0.08 0.09 0.08
S -0.3908 -1.9534 -0.7939 0.17 0.01 -0.04
C -1.6786 -0.8436 -0.3742 0.22 0.52 0.07
N -2.9199 -1.2420 -0.2455 -0.29 -0.36 -0.02
C -3.8460 -0.3277 0.0712 0.54 0.50 0.02
C -3.5078 1.0194 0.2488 0.21 -0.12 -0.10
C -2.1847 1.4224 0.1208 -0.04 -0.32 -0.08
C -1.2183 0.4802 -0.2001 -0.57 -0.33 0.03
C -2.0277 2.8818 0.3806 0.03 0.23 -0.03
H -1.5920 3.0215 1.3731 0.07 0.03 0.01
H -1.3554 3.3526 -0.3348 0.04 0.03 0.08
C -3.4706 3.4074 0.3140 -0.02 0.00 0.04
H -3.6734 3.7838 -0.6897 0.00 0.02 0.01
H -3.6455 4.2178 1.0191 -0.02 0.06 -0.05
C -4.3737 2.1922 0.5961 -0.22 0.17 0.04
H -4.6547 2.1392 1.6513 -0.09 0.03 0.00
H -5.2935 2.2144 0.0130 -0.01 0.03 0.10
C -5.1892 -0.8409 0.2105 -0.22 -1.26 -0.24
C -5.6547 -2.1212 0.0246 0.43 0.74 0.07
C -7.0368 -2.0812 0.2964 -0.28 0.53 0.17
C -7.3155 -0.7887 0.6284 -0.44 -0.75 -0.08
O -6.2101 -0.0328 0.5799 0.24 0.41 0.06
H -8.2290 -0.3016 0.9083 -0.05 0.15 0.04
H -7.7288 -2.8970 0.2527 -0.20 -0.11 0.01
H -5.0636 -2.9625 -0.2694 0.18 -0.14 -0.06
```
Positions in Å, forces in eV/Å.

Energy above the lowest of the compared OMol25 structures with the same formula, charge and spin, kJ/mol: 26.3
Kohn-Sham gap, Ha: 0.2834
SMILES string: CSc1nc(NCCOCCO)c2sc3nc(-c4ccco4)c4c(c3c2n1)CCC4
2S+1: 1
LUMO, eV: 0.0
Net charge: 0

Mulliken charges, unit e, in atom order:
1 C -0.626
2 H 0.110
3 H 0.176
4 H 0.419
5 S -0.118
6 C -0.015
7 N -0.517
8 C 0.127
9 C -0.075
10 C 0.976
11 N -0.338
12 N -0.150
13 H 0.241
14 C -0.569
15 H 0.180
16 C -0.640
17 O -0.339
18 C -0.662
19 C 0.071
20 O -0.551
21 H 0.329
22 H 0.240
23 H 0.034
24 H 0.413
25 H 0.269
26 H 0.387
27 H 0.406
28 H 0.346
29 S -0.526
30 C -0.146
31 N -0.626
32 C 0.374
33 C 0.571
34 C 0.435
35 C 0.273
36 C -0.514
37 H 0.286
38 H 0.363
39 C -0.901
40 H 0.316
41 H 0.355
42 C -0.661
43 H 0.275
44 H 0.342
45 C 0.063
46 C -0.505
47 C -0.470
48 C -0.599
49 O -0.318
50 H 0.469
51 H 0.461
52 H 0.562



| no. | electronic energy (Ha) |
| --- | --- |
| 1 | -6493.64808 |
| 2 | -384.74054 |
| 3 | -2054.57633 |